Below is a structure of composition C45H53As2N8O10SV at a distorted geometry, with properties calculated with ωB97M-V/def2-TZVPD.

The expectation value of S² is 3.77. Its LUMO energy (spin up / spin down) is -3.57 / -3.55 eV. Its energy above the lowest of the compared OMol25 structures with the same formula, charge and spin is 1.737 eV. The HOMO energy (spin up / spin down) is -8.642 / -8.815 eV.

ORCA input file:
```
! wB97M-V def2-TZVPD RIJCOSX def2/J DEFGRID3
* xyz 1 4
As 1.046 -1.505 -0.287
As 3.859 -4.024 0.338
V 0.061 0.959 -0.481
S -1.254 2.172 -4.657
O 5.641 -1.504 0.446
O -0.167 0.961 1.360
O 0.743 -1.638 -3.291
O 2.674 -4.198 -3.596
O 1.871 -3.051 3.408
O 4.517 -4.893 -2.522
O -2.330 1.914 0.040
O 0.041 -2.143 2.447
O 2.860 -1.289 -3.773
O 3.885 -0.411 -0.234
N 1.345 1.994 -4.247
N -4.513 0.973 0.966
N -0.274 3.608 -0.498
N -2.152 1.315 3.063
N 0.128 1.145 -2.551
N -2.318 -1.037 -0.413
N 1.847 1.915 -0.118
N -0.907 0.463 -2.063
C -2.950 -1.893 0.379
C 2.154 4.283 -0.661
C 0.643 0.943 2.363
C 2.417 2.844 -1.095
C 0.096 1.734 -3.786
C -0.668 -2.522 3.620
C 2.034 1.122 2.180
C -3.764 -1.719 -2.199
C 0.138 0.804 3.678
C 2.871 0.910 3.257
C 2.062 -2.036 1.266
C -1.229 1.034 3.946
C -1.146 4.216 -1.192
C -4.681 1.133 3.446
C -5.168 3.102 -1.926
C 3.003 -3.418 -1.399
C -4.427 -2.591 -1.352
C -5.069 0.377 2.161
C -5.311 4.728 -3.846
C -2.454 3.674 -1.549
C -3.417 1.987 3.398
C 0.806 4.434 0.044
C 1.899 -1.763 -2.968
C -1.912 -0.121 -2.583
C -4.441 2.416 -0.920
C 4.231 -1.223 -3.341
C 1.379 -2.497 2.446
C 6.301 -2.300 1.434
C 2.469 -5.205 1.043
C -0.195 -3.012 -0.464
C 2.254 -2.329 -1.626
C 3.505 -4.240 -2.544
C -3.022 2.609 -0.776
C -2.709 -0.967 -1.691
C -4.571 4.011 -2.752
C -5.133 1.657 0.042
C 2.402 0.565 4.539
C -4.008 -2.691 -0.035
C 1.045 0.579 4.741
C 3.109 -4.930 -4.752
C 3.462 -2.299 1.129
C 2.537 1.708 0.940
C 3.376 0.261 5.641
C 4.295 -1.363 0.433
C -3.218 4.316 -2.492
H 2.863 -0.121 6.522
H 3.484 2.642 -1.217
H 3.942 1.011 3.105
H -2.753 5.112 -3.067
H 0.413 -3.910 -0.531
H -1.848 1.350 2.084
H 2.088 1.390 -3.925
H -4.609 0.411 4.261
H -3.486 1.017 0.825
H 2.496 -6.125 0.459
H 5.686 -2.395 2.328
H -3.524 2.778 2.654
H 2.400 -4.683 -5.536
H 0.515 5.489 0.054
H 4.306 -0.927 -2.297
H -5.480 1.826 3.718
H -5.242 -3.201 -1.721
H -2.572 -1.959 1.396
H 2.728 -5.427 2.077
H 2.929 4.626 0.028
H -1.002 5.270 -1.462
H -6.153 0.328 2.063
H -1.614 -1.980 3.594
H -4.476 -3.379 0.655
H 0.920 4.128 1.087
H -0.107 -2.265 4.518
H -6.332 4.360 -3.935
H 1.471 -4.777 1.014
H -0.745 -2.886 -1.394
H 2.202 4.925 -1.542
H -5.355 5.802 -3.655
H 1.402 2.333 -5.192
H -4.817 4.586 -4.808
H 3.542 2.121 1.002
H 4.731 -2.178 -3.504
H 3.096 -5.998 -4.544
H 0.649 0.412 5.737
H 4.117 -4.634 -5.033
H -2.121 -0.052 -3.641
H -0.863 -3.072 0.389
H -0.861 -3.595 3.631
H -6.228 2.893 -2.030
H 3.936 1.152 5.933
H -4.705 -0.647 2.216
H 7.231 -1.783 1.664
H 4.091 -0.495 5.318
H -1.540 1.065 4.987
H 6.523 -3.289 1.037
H -3.294 2.473 4.366
H -4.033 -1.633 -3.243
H 1.926 2.669 -2.043
H -6.221 1.659 0.057
H 4.695 -0.472 -3.975
*
```

=====

Below is a structure of composition C45H54N4OP3Pt, with properties calculated with ωB97M-V/def2-TZVPD.

Its LUMO energy is -1.76 eV. Its energy above the lowest of the compared OMol25 structures with the same formula, charge and spin is 0.000 eV. The HOMO energy is -10.731 eV.

ORCA input file:
```
! wB97M-V def2-TZVPD RIJCOSX def2/J DEFGRID3
* xyz 1 1
Pt 0.704 0.715 -0.419
P -0.913 1.148 -2.032
P -1.253 -2.334 2.188
P 0.846 2.526 0.926
O -0.899 -1.433 1.051
N 0.621 -1.225 -1.289
N -0.387 -2.091 3.581
N -1.048 -3.918 1.765
N -2.811 -2.070 2.649
C 1.467 6.038 -1.110
C -0.011 5.317 2.594
C -3.526 0.066 -2.264
C -2.698 1.027 -1.694
C -1.688 -5.000 2.492
C -4.881 0.041 -1.955
C 0.176 -1.301 -2.671
C 2.442 0.179 0.592
C -0.971 -0.268 -4.510
C -3.804 -1.748 1.630
C 2.940 4.200 0.324
C -5.418 0.975 -1.082
C 0.100 -2.401 -4.795
C -1.566 1.852 1.954
C 2.628 0.794 1.947
C -3.365 -2.352 3.962
C -0.264 4.777 -4.758
C -0.678 4.836 -0.752
C -0.363 -0.730 4.117
C 2.833 6.215 -0.963
C 0.802 4.160 -4.116
C 0.510 -2.381 -3.469
C 3.433 0.216 2.930
C -0.568 -0.235 -3.180
C -3.246 1.960 -0.813
C -2.719 1.950 2.715
C -0.914 4.107 2.571
C -2.090 4.182 3.316
C 1.981 1.984 2.236
C 0.868 -2.801 3.785
C 0.572 3.077 -3.284
C -0.725 2.601 -3.099
C -0.667 2.919 1.862
C 1.562 4.026 0.188
C 0.055 -4.340 0.918
C -0.638 -1.346 -5.318
C 3.583 0.820 4.165
C 0.807 4.949 -0.548
C 3.577 5.287 -0.251
C 2.933 2.019 4.443
C -2.988 3.129 3.391
C 2.130 2.601 3.479
C -4.596 1.939 -0.509
C -1.792 3.220 -3.741
C -1.557 4.309 -4.571
H -1.334 -0.256 3.983
H -3.888 -1.470 4.343
H -0.063 -1.593 -0.604
H -2.804 2.864 -3.588
H 3.942 -0.718 2.716
H 0.367 -3.240 -5.424
H -0.954 5.233 -1.729
H 3.518 3.482 0.892
H 0.892 6.756 -1.683
H 1.695 -2.356 3.219
H -2.614 2.704 -0.348
H 1.092 -3.199 -3.062
H 2.530 -0.911 0.680
H 1.128 -2.760 4.844
H -4.086 -3.175 3.923
H 3.317 7.074 -1.411
H 1.488 -1.737 -1.165
H 0.752 -4.980 1.469
H 1.601 3.515 3.711
H 0.395 -0.110 3.624
H 4.204 0.357 4.921
H 0.607 -3.474 0.560
H -0.313 6.052 1.845
H -1.230 5.396 0.006
H -2.388 4.792 -5.070
H -6.474 0.953 -0.848
H 1.396 2.606 -2.757
H -1.365 0.925 1.424
H -2.295 5.095 3.864
H -3.397 1.107 2.768
H -3.310 -1.420 0.717
H -3.122 -0.678 -2.939
H 4.646 5.410 -0.138
H -0.085 5.627 -5.404
H -0.313 -4.902 0.056
H 1.809 4.531 -4.253
H -0.944 -1.357 -6.355
H -1.021 3.807 -0.706
H -2.020 -5.769 1.790
H -5.003 2.669 0.179
H 3.262 0.502 -0.062
H -1.007 -5.468 3.212
H -3.886 3.229 3.988
H 3.043 2.488 5.412
H -4.446 -0.937 1.985
H -0.080 5.802 3.567
H 1.033 5.087 2.403
H -2.572 -2.611 4.658
H 0.767 -3.847 3.504
H -5.517 -0.712 -2.401
H -0.141 -0.768 5.186
H -4.442 -2.609 1.407
H -2.561 -4.636 3.028
H -1.531 0.564 -4.921
*
```

=====

Below is a structure of composition C45H56As2GeIrN2O8SSi2, with properties calculated with ωB97M-V/def2-TZVPD.

The expectation value of S² is 6.03. Its LUMO energy (spin up / spin down) is 2.11 / 1.34 eV. Its energy above the lowest of the compared OMol25 structures with the same formula, charge and spin is 0.000 eV. The HOMO energy (spin up / spin down) is -4.203 / -5.100 eV.

ORCA input file:
```
! wB97M-V def2-TZVPD RIJCOSX def2/J DEFGRID3
* xyz -1 5
Ir 0.671 -0.716 1.163
As -1.255 1.171 1.646
As -3.487 3.992 0.707
Ge 0.822 -1.145 -2.697
S 3.511 -1.228 0.954
Si -0.233 -2.891 1.122
Si 1.189 -1.365 3.445
O -1.054 6.055 2.678
O -2.993 5.725 3.664
O 0.870 3.163 3.718
O -3.605 -0.333 0.412
O -0.992 3.333 4.839
O 0.154 2.870 -0.411
O -4.549 1.301 -0.797
O -0.870 4.832 -0.775
N 4.654 -1.014 -1.427
N 4.136 0.967 -0.427
C -3.349 5.889 0.213
C -2.371 1.633 0.128
C -0.053 -2.693 3.941
C 1.565 2.955 2.483
C -2.521 0.447 2.957
C -2.214 2.967 -0.346
C -2.074 -1.327 -2.756
C 2.660 -3.268 -1.931
C 1.681 0.301 -5.162
C 2.571 2.540 -5.212
C -0.344 -3.035 5.269
C 1.496 0.369 -3.778
C 3.364 -4.067 -4.489
C 3.564 -4.309 -2.105
C -3.613 0.924 -0.127
C -3.961 4.755 4.124
C -2.315 -2.244 -5.365
C -1.057 -2.041 -4.810
C -4.806 -1.095 0.299
C 1.823 1.564 -3.137
C -0.465 3.166 3.769
C 2.359 2.638 -3.842
C -1.978 5.314 2.882
C 2.083 -2.615 -3.020
C -3.335 -1.522 -3.309
C -3.457 -1.982 -4.615
C -0.888 3.502 -0.523
C 4.099 -0.380 -0.395
C -1.285 2.986 2.511
C 5.241 -0.389 -2.603
C 2.456 -3.028 -4.304
C -1.849 -2.979 0.175
C 2.875 -2.048 3.926
C 2.218 1.369 -5.874
C -1.846 -4.759 4.522
C -0.917 -1.580 -3.498
C 0.748 -4.396 0.559
C 0.930 0.056 4.667
C -1.558 -4.426 3.205
C 0.393 5.494 -0.780
C 3.917 -4.713 -3.388
C 0.626 -0.602 -0.869
C -2.107 3.989 2.184
C -0.673 -3.384 2.900
C -1.240 -4.056 5.562
H -4.439 -2.125 -5.051
H 2.043 -2.537 -5.179
H -4.813 -1.786 1.139
H 2.606 3.556 -3.320
H 0.691 -4.546 -0.520
H 3.643 -4.369 -5.493
H -2.470 -2.111 0.416
H 1.122 4.963 -0.174
H -1.464 -4.307 6.593
H 1.623 1.666 -2.079
H 2.360 1.288 -6.946
H -2.154 0.683 3.956
H -2.407 -2.596 -6.386
H 4.513 0.180 -3.178
H -4.513 5.248 4.918
H -3.465 3.873 4.518
H 0.228 6.484 -0.363
H 1.816 0.693 4.745
H -2.038 -4.985 2.403
H 3.572 1.419 0.272
H 4.518 -2.009 -1.429
H -1.989 -0.947 -1.743
H -4.648 4.476 3.330
H 0.763 5.576 -1.800
H 6.066 0.268 -2.317
H 2.544 3.407 2.615
H -2.369 6.319 0.408
H 1.052 3.412 1.642
H -2.603 -0.632 2.846
H -4.223 -1.294 -2.729
H 1.395 -0.590 -5.712
H 2.988 3.374 -5.764
H 4.181 1.431 -1.323
H -2.401 -3.891 0.444
H 1.805 -4.327 0.853
H 3.995 -4.803 -1.240
H -0.068 0.264 -0.916
H 2.847 -2.371 4.974
H -4.813 -1.663 -0.631
H -1.680 -2.987 -0.908
H 3.654 -1.285 3.813
H 0.716 -0.354 5.663
H -3.568 5.960 -0.852
H 1.687 1.886 2.294
H 3.157 -2.909 3.306
H 5.631 -1.177 -3.244
H 0.312 -5.275 1.047
H -3.495 0.915 2.816
H 4.618 -5.528 -3.529
H 0.087 0.691 4.394
H 2.410 -2.931 -0.933
H -2.540 -5.564 4.743
H -0.182 -2.260 -5.415
H -4.111 6.435 0.769
H -5.682 -0.454 0.323
H 0.131 -2.497 6.087
*
```

=====

Below is a structure of composition C45H57BrFN5O6Sn at a distorted geometry, with properties calculated with ωB97M-V/def2-TZVPD.

Its LUMO energy is 3.61 eV. Its energy above the lowest of the compared OMol25 structures with the same formula, charge and spin is 0.000 eV. The HOMO energy is -1.738 eV.

ORCA input file:
```
! wB97M-V def2-TZVPD RIJCOSX def2/J DEFGRID3
* xyz -2 1
Sn -0.095 -0.316 -0.461
Br 0.939 -3.936 1.048
F -6.214 4.112 -0.472
O -0.165 -1.266 2.018
O -2.950 -2.278 0.114
O -3.103 0.395 -1.673
O -0.719 -0.551 -3.124
O -1.478 -0.938 -5.209
O 1.821 0.638 -0.437
N -3.085 5.783 3.397
N -3.762 2.471 -5.114
N 3.191 -2.720 -2.944
N 1.473 -3.852 -4.082
N 1.040 -2.667 -2.063
C -1.199 1.633 0.470
C 2.144 -3.637 3.578
C -2.169 1.454 1.467
C 0.401 1.164 3.814
C 0.800 -1.272 4.245
C -2.871 1.432 -5.062
C 1.671 -1.904 5.116
C 4.331 -2.565 6.328
C 3.637 -1.942 -4.094
C 2.805 1.191 0.371
C 3.230 0.194 1.460
C -1.339 4.032 0.909
C 0.321 0.360 6.152
C 2.284 -5.017 -4.370
C -4.737 2.637 -1.569
C -0.844 2.957 0.187
C -2.030 -2.618 -0.448
C 4.211 -4.778 5.227
C 2.334 2.491 1.043
C 1.273 -3.030 2.691
C -5.487 4.772 -5.232
C -2.718 4.905 2.745
C -2.533 0.751 -3.953
C -3.203 1.048 -2.697
C 2.391 -3.065 4.816
C -4.364 2.912 -3.946
C -2.692 2.508 2.197
C 3.366 -3.655 5.834
C -3.958 3.158 -6.387
C -5.227 4.024 -3.949
C 4.024 1.537 -0.502
C 3.608 -2.117 -1.680
C 0.031 -0.031 4.702
C -2.251 3.811 1.944
C 2.594 -4.221 7.035
C -4.121 2.221 -2.750
C -5.582 3.711 -1.600
C 0.055 -4.056 -4.288
C 1.824 -3.060 -2.974
C 0.589 -1.803 2.912
C -5.327 3.828 -6.419
C -2.818 4.146 -6.647
C -1.476 -0.322 4.596
C -1.483 -0.359 -4.099
C -5.837 4.409 -2.772
H 0.009 -0.424 6.850
H 3.281 -0.904 -4.041
H 4.800 2.050 0.078
H 1.930 -5.026 6.712
H 3.303 -4.846 -4.035
H -0.131 3.149 -0.611
H 4.821 -2.085 5.478
H 1.806 -1.476 6.103
H 2.607 -4.568 3.277
H -3.425 2.343 2.980
H 2.374 -0.027 2.103
H -6.513 5.256 -2.758
H -5.440 4.362 -7.364
H 3.099 2.894 1.714
H -0.374 -4.772 -3.568
H 3.700 2.188 -1.319
H -6.101 3.058 -6.369
H 4.727 -4.427 4.330
H -1.727 -0.596 3.574
H -2.737 4.867 -5.833
H 3.356 -2.795 -0.864
H 2.287 -5.216 -5.446
H 4.963 -5.111 5.948
H -4.515 2.101 -0.653
H -0.469 -3.101 -4.211
H 1.462 1.407 3.928
H -6.492 5.197 -5.210
H -2.983 4.682 -7.585
H -1.869 3.612 -6.711
H 3.596 -5.640 4.958
H -1.016 5.047 0.703
H 4.047 0.584 2.077
H -2.429 1.144 -6.009
H 3.265 -2.389 -5.014
H 4.729 -1.935 -4.119
H -4.790 5.609 -5.331
H 5.101 -2.997 6.977
H 1.896 -5.913 -3.861
H -2.513 0.446 1.680
H 4.692 -1.980 -1.710
H 0.096 -3.034 -2.115
H 1.382 0.574 6.312
H 0.208 0.924 2.772
H -1.746 -1.152 5.258
H 2.104 3.234 0.275
H 1.981 -3.445 7.500
H 3.109 -1.164 -1.482
H -0.192 2.045 4.081
H 3.282 -4.617 7.791
H -3.930 2.395 -7.167
H -0.242 1.266 6.391
H -0.096 -4.451 -5.294
H 3.808 -1.792 6.895
H 3.545 -0.744 0.993
H 4.450 0.630 -0.940
H 1.422 2.296 1.609
H -2.059 0.561 4.881
*
```

=====

Among the records above, which one has the highest energy above the lowest of the compared OMol25 structures with the same formula, charge and spin? C45H53As2N8O10SV

=====

Which of these has the highest energy above the lowest of the compared OMol25 structures with the same formula, charge and spin? C45H53As2N8O10SV